C5H14BrO3V | wB97M-V/def2-TZVPD

The expectation value of S² is 0.83. For the energy above the lowest of the compared OMol25 structures with the same formula, charge and spin, the calculation gives 0.0 kcal per mole. The calculation puts the lowest unoccupied orbital energy (spin up / spin down) at -9.086 / -8.296 eV. As for the highest occupied orbital energy (spin up / spin down): -12.5 / -12.5 eV. The calculation puts the HOMO-LUMO gap (spin up / spin down) at 3.386 / 4.178 eV.

The geometry in ORCA input format:
```
! RIJCOSX wB97M-V def2-TZVPD def2/J DEFGRID3
* xyz 1 2
O 2.605 -3.144 3.915
V 3.303 -1.768 3.654
Br 1.759 -0.716 1.875
C -1.536 1.825 0.060
C -2.216 0.968 1.110
C -2.402 -0.483 0.647
O -1.485 1.006 2.334
H -0.486 1.560 -0.118
H -1.438 2.878 0.350
H -2.090 1.832 -0.880
H -3.186 1.400 1.354
H -2.993 -1.006 1.396
H -1.408 -0.932 0.595
H -2.887 -0.519 -0.324
H -0.628 0.585 2.215
C 1.924 0.489 -2.092
C 1.752 -1.020 -2.284
O 0.566 -1.469 -1.649
H 0.996 0.960 -2.419
H 2.723 0.908 -2.706
H 2.112 0.717 -1.040
H 2.662 -1.530 -1.940
H 1.687 -1.250 -3.346
H 0.668 -1.291 -0.707
*
```

natural (NBO) atomic charge list, values in e, 2 entries:
1. O -0.330
2. V 1.671


C27H41AsCrGeNO6PSSi | wB97M-V/def2-TZVPD

The expectation value of S² is 0.76. For the energy above the lowest of the compared OMol25 structures with the same formula, charge and spin, the calculation gives 0.0 kcal per mole. The calculation puts the lowest unoccupied orbital energy (spin up / spin down) at 2.700 / 2.701 eV. As for the highest occupied orbital energy (spin up / spin down): -5.0 / -4.8 eV. The calculation puts the HOMO-LUMO gap (spin up / spin down) at 7.656 / 7.506 eV.

The geometry in ORCA input format:
```
! RIJCOSX wB97M-V def2-TZVPD def2/J DEFGRID3
* xyz -1 2
Cr -0.345 0.027 0.073
O -3.401 -1.181 3.368
As -2.294 -1.816 2.146
O -1.455 -3.101 2.723
O -1.429 -0.409 1.736
C -3.642 -2.439 0.869
C -4.676 -3.175 1.435
C -5.659 -3.734 0.627
C -5.623 -3.562 -0.748
C -4.599 -2.831 -1.332
C -3.624 -2.272 -0.524
S -2.289 -1.387 -1.254
O -1.117 -1.902 -0.482
O -2.272 -1.631 -2.666
O -2.448 0.021 -0.836
H -3.264 -0.227 3.380
H -4.708 -3.312 2.508
H -6.458 -4.313 1.076
H -6.391 -4.007 -1.370
H -4.536 -2.692 -2.403
C 2.323 2.627 2.408
Si 0.474 2.372 2.267
C 0.000 1.274 3.694
C -0.304 4.021 2.738
N -0.042 1.880 0.666
C -0.510 2.933 -0.164
C -1.680 2.840 -0.930
C -2.128 3.906 -1.698
C -1.427 5.105 -1.749
C -0.252 5.209 -1.018
C 0.197 4.144 -0.250
H 2.618 2.678 3.462
H 2.630 3.559 1.922
H 2.886 1.822 1.937
H 0.568 1.630 4.562
H 0.170 0.213 3.562
H -1.066 1.402 3.905
H -0.512 3.996 3.814
H -1.246 4.203 2.214
H 0.351 4.873 2.539
H -2.267 1.933 -0.900
H -3.042 3.788 -2.268
H -1.783 5.934 -2.348
H 0.329 6.124 -1.044
H 1.130 4.249 0.293
C 1.312 2.562 -3.640
Ge 1.985 1.194 -2.432
C 3.138 2.127 -1.157
C 3.186 0.061 -3.488
C 0.513 0.087 -1.784
H 2.150 3.071 -4.125
H 0.730 3.296 -3.081
H 0.669 2.125 -4.408
H 3.549 3.017 -1.643
H 3.967 1.510 -0.816
H 2.555 2.436 -0.294
H 3.840 0.687 -4.101
H 2.615 -0.599 -4.147
H 3.817 -0.562 -2.847
H 0.759 -0.945 -2.062
H -0.335 0.356 -2.425
C 1.655 -1.690 2.596
P 1.587 -1.243 0.835
C 3.334 -0.838 0.495
C 1.530 -2.899 0.046
C 0.790 -3.927 0.626
C 0.724 -5.169 0.008
C 1.381 -5.395 -1.195
C 2.103 -4.368 -1.787
C 2.172 -3.126 -1.170
H 0.672 -2.022 2.929
H 1.952 -0.814 3.174
H 2.382 -2.492 2.741
H 3.933 -1.724 0.708
H 3.671 -0.013 1.119
H 3.472 -0.552 -0.544
H 0.217 -3.753 1.529
H 0.134 -5.955 0.464
H 1.320 -6.364 -1.676
H 2.606 -4.526 -2.734
H 2.726 -2.331 -1.658
*
```

Löwdin atomic charge list, values in e, 2 entries:
1. Cr 0.505
2. O -0.245


H13O6 | wB97M-V/def2-TZVPD

The expectation value of S² is 0.75. For the energy above the lowest of the compared OMol25 structures with the same formula, charge and spin, the calculation gives 30.6 kcal per mole. The calculation puts the lowest unoccupied orbital energy (spin up / spin down) at 0.331 / 0.233 eV. As for the highest occupied orbital energy (spin up / spin down): -2.5 / -11.3 eV. The calculation puts the HOMO-LUMO gap (spin up / spin down) at 2.790 / 11.577 eV.

The geometry in ORCA input format:
```
! RIJCOSX wB97M-V def2-TZVPD def2/J DEFGRID3
* xyz 0 2
O 0.061 -0.324 -1.733
H -0.886 -0.411 -1.532
H 0.080 -0.347 -2.670
O -2.214 2.346 0.972
H -2.407 1.999 0.072
H -3.023 2.827 1.110
O 0.653 2.264 0.695
H -0.361 2.507 0.582
H 1.133 3.074 0.558
O 2.947 -1.941 1.855
H 3.621 -2.471 1.466
H 3.069 -1.764 2.777
O -2.968 -2.191 -1.692
H -2.751 -2.833 -2.384
H -3.300 -2.774 -0.977
O 1.718 -0.062 0.096
H 2.204 -0.559 0.802
H 0.981 -0.210 -0.534
H 1.443 0.870 0.537
*
```

natural (NBO) atomic charge list, values in e, 2 entries:
1. O -1.158
2. H 0.425


C37H36F5GeN3NaO4S | wB97M-V/def2-TZVPD

The expectation value of S² is 0.75. For the energy above the lowest of the compared OMol25 structures with the same formula, charge and spin, the calculation gives 13.5 kcal per mole. The calculation puts the lowest unoccupied orbital energy (spin up / spin down) at 3.936 / 3.933 eV. As for the highest occupied orbital energy (spin up / spin down): -1.8 / -1.8 eV. The calculation puts the HOMO-LUMO gap (spin up / spin down) at 5.747 / 5.775 eV.

The geometry in ORCA input format:
```
! RIJCOSX wB97M-V def2-TZVPD def2/J DEFGRID3
* xyz -2 2
Na -0.546 -0.322 -0.578
C 3.357 3.389 -4.524
C 2.866 2.018 -4.969
N 2.914 1.012 -3.918
C 4.073 0.136 -3.919
C 3.900 -1.074 -4.829
C 1.860 0.841 -3.056
S 1.835 -0.533 -2.061
N 0.892 1.769 -3.223
C -0.011 2.050 -2.283
O -0.011 1.730 -1.081
C -1.159 2.923 -2.755
C -1.259 3.362 -4.072
C -2.333 4.143 -4.476
C -3.322 4.488 -3.565
C -3.231 4.049 -2.250
C -2.155 3.272 -1.847
H 3.312 4.105 -5.351
H 4.391 3.336 -4.174
H 2.729 3.755 -3.710
H 3.487 1.651 -5.793
H 1.844 2.092 -5.333
H 4.262 -0.187 -2.897
H 4.933 0.736 -4.233
H 3.055 -1.672 -4.485
H 4.800 -1.697 -4.813
H 3.717 -0.770 -5.864
H -0.481 3.069 -4.765
H -2.400 4.477 -5.505
H -4.165 5.095 -3.880
H -4.003 4.304 -1.533
H -2.074 2.916 -0.826
O -1.840 1.774 2.559
C -1.770 0.791 1.806
O -0.796 0.001 1.644
C -3.028 0.509 0.970
C -4.249 1.042 1.377
C -5.374 0.784 0.615
C -5.242 0.025 -0.539
C -3.984 -0.448 -0.879
N -2.902 -0.222 -0.135
H -4.267 1.648 2.272
H -6.341 1.175 0.912
H -6.090 -0.200 -1.173
H -3.819 -1.033 -1.777
C 1.769 -1.170 3.098
Ge 2.184 -0.040 1.537
C 2.250 1.851 2.103
C 1.231 2.763 1.848
C 1.344 4.084 2.263
C 2.478 4.519 2.934
C 3.508 3.623 3.190
C 3.390 2.304 2.773
C 4.029 -0.471 0.964
C 4.608 -1.634 1.409
C 5.915 -2.015 1.031
C 6.655 -1.214 0.211
C 6.106 -0.005 -0.288
C 6.854 0.843 -1.144
C 6.313 2.002 -1.625
C 4.988 2.353 -1.292
C 4.241 1.547 -0.480
C 4.783 0.356 0.071
H 2.616 -1.184 3.793
H 1.513 -2.190 2.810
H 0.899 -0.723 3.577
H 0.340 2.447 1.323
H 0.530 4.771 2.059
H 2.560 5.552 3.253
H 4.404 3.951 3.707
H 4.212 1.619 2.965
H 4.056 -2.293 2.073
H 6.324 -2.946 1.405
H 7.663 -1.489 -0.082
H 7.864 0.549 -1.410
H 6.894 2.645 -2.278
H 4.548 3.256 -1.695
H 3.211 1.805 -0.271
F -1.900 -1.545 -2.973
C -1.286 -2.811 -2.731
F -1.041 -2.740 -1.294
C -2.467 -3.771 -2.792
F -2.101 -5.017 -2.424
F -2.950 -3.859 -4.054
F -3.561 -3.488 -2.025
O -1.336 -2.888 1.652
H -1.130 -1.939 1.702
H -1.377 -3.067 0.703
*
```

Löwdin atomic charge list, values in e, 2 entries:
1. Na 0.156
2. C -0.087